[1]
Formula: C13H34HgN2O5
Source: OMol25
Level of theory: ωB97M-V with the def2-TZVPD basis set

**E_LUMO**: -5.33 eV
**HOMO energy**: -15.85 eV
**Net charge**: +2
**HOMO-LUMO gap**: 0.3866 hartree
**Electronic energy**: -31406.66774 eV

Last column: natural (NBO) charge in e.
CARTESIAN COORDINATES (ANGSTROEM)
Hg: -0.108884 0.134087 -0.144216  1.65
C: 3.291486 0.434447 -0.913476  -0.27
O: 1.923846 0.773777 -1.149186  -0.61
C: 1.774806 1.905687 -1.950856  -0.08
C: 0.447176 1.835307 -2.654486  -0.26
N: -0.669534 1.842857 -1.702396  -0.69
C: -1.947394 1.672187 -2.359396  -0.26
C: -2.468274 0.207677 -2.224266  -0.08
O: -2.405984 -0.270083 -0.898626  -0.60
C: -3.693894 -0.250493 -0.217696  -0.26
H: 3.782606 1.219627 -0.338676  0.19
H: 3.932726 0.270547 -1.779526  0.21
H: 3.389886 -0.492423 -0.348386  0.20
H: 2.572886 1.932657 -2.692776  0.22
H: 1.783976 2.781547 -1.302106  0.18
H: 0.430966 0.924387 -3.252866  0.21
H: 0.388456 2.685387 -3.334206  0.22
H: -0.644384 2.830397 -1.492086  0.40
H: -1.911974 1.984327 -3.403146  0.22
H: -2.670974 2.340527 -1.892656  0.22
H: -1.770454 -0.403053 -2.797126  0.18
H: -3.446694 0.103727 -2.693296  0.22
H: -4.381764 0.549107 -0.492576  0.20
H: -3.526744 -0.203703 0.858394  0.19
H: -4.179424 -1.195333 -0.461926  0.20
C: -1.243184 -2.518553 1.692924  -0.24
O: -1.068344 -1.091243 1.563784  -0.62
C: -1.318464 -0.385763 2.813744  -0.09
C: -1.099044 1.141127 2.563214  -0.27
N: -0.021494 1.586797 1.664414  -0.70
C: 1.339816 1.397057 2.220014  -0.26
C: 1.718286 -0.015763 2.510014  -0.09
O: 1.408836 -0.825963 1.339884  -0.62
C: 1.981136 -2.166463 1.476494  -0.25
H: -0.518914 -2.960373 2.377274  0.19
H: -1.176984 -2.955023 0.696324  0.20
H: -2.253754 -2.602623 2.092654  0.20
H: -0.714374 -0.530803 3.709364  0.20
H: -2.343514 -0.578833 3.130114  0.21
H: -1.130374 1.649097 3.527104  0.22
H: -1.990874 1.491207 2.043424  0.21
H: -0.177554 2.583907 1.703164  0.41
H: 1.345186 2.002697 3.126244  0.22
H: 2.025606 1.861897 1.511684  0.22
H: 1.258176 -0.405173 3.418184  0.19
H: 2.772126 -0.067993 2.783484  0.22
H: 3.045066 -2.048553 1.270924  0.20
H: 1.558266 -2.811423 0.706224  0.20
H: 1.680836 -2.598813 2.430954  0.20
C: 1.181936 -2.095283 -2.216816  -0.27
O: 0.022706 -1.738163 -1.471146  -0.80
H: 0.976906 -2.747503 -3.065736  0.22
H: 1.718896 -1.263103 -2.672066  0.20
H: 1.863146 -2.651033 -1.572456  0.19
H: -0.732484 -2.268493 -1.735806  0.52

Cartesian forces (eV/Å) of the 2 atoms listed first:
Hg -0.7 0.8 -0.3
C 0.9 -0.2 0.8

[2]
Formula: C3H3NOS3
Source: OMol25
Level of theory: ωB97M-V with the def2-TZVPD basis set

**E_LUMO (alpha / beta)**: -2.65 / -3.27 eV
**HOMO energy (alpha / beta)**: -7.37 / -6.83 eV
**Energy above the lowest of the compared OMol25 structures with the same formula, charge and spin**: 64.32 kcal per mole
**Net charge**: 0
**HOMO-LUMO gap (alpha / beta)**: 0.1735 / 0.1307 hartree
**Electronic energy**: -39199.65258 eV

Last column: natural (NBO) charge in e.
CARTESIAN COORDINATES (ANGSTROEM)
C: -1.205076 1.275581 1.889998  0.41
C: 0.816653 2.103275 1.085383  0.18
C: 0.045955 0.084096 0.032205  -0.42
N: -0.083051 1.180332 0.973858  -0.46
O: -1.200119 2.076678 2.780878  -0.56
S: 1.238704 3.391940 1.852441  0.40
S: -2.648096 0.242621 1.776932  0.22
S: -2.922043 -0.967939 0.248587  -0.49
H: -0.101895 -0.866240 0.548343  0.25
H: -0.695325 0.168809 -0.765355  0.25
H: 1.043699 0.107231 -0.402558  0.21

Cartesian forces (eV/Å) of the 2 atoms listed first:
C -2.0 -0.5 0.7
C -1.2 1.0 1.3

[3]
Formula: C3H6NO4
Source: OMol25
Level of theory: ωB97M-V with the def2-TZVPD basis set

**E_LUMO**: -0.31 eV
**HOMO energy**: -4.01 eV
**Energy above the lowest of the compared OMol25 structures with the same formula, charge and spin**: 203.46 kcal per mole
**Net charge**: -1
**HOMO-LUMO gap**: 0.1362 hartree
**Electronic energy**: -12883.24743 eV

Last column: natural (NBO) charge in e.
CARTESIAN COORDINATES (ANGSTROEM)
C: -1.845747 1.945104 -0.238723  0.47
N: -1.500799 0.723295 0.198260  -0.42
C: -0.833260 -0.235708 -0.606801  -0.17
C: 0.810175 -0.676778 -0.376714  0.40
O: 1.071298 -1.272733 -1.488856  -0.48
O: 0.703575 -1.524339 0.814825  -0.73
O: -2.078233 2.381836 -1.455227  -0.59
H: -1.736549 2.710311 0.587798  0.12
H: 3.227706 -0.539528 3.171380  0.43
H: -1.349376 -1.203412 -0.454494  0.25
H: -0.827855 -0.031798 -1.723941  0.23
H: 1.503927 -1.249616 1.482485  0.57
H: 1.469134 0.199121 -0.137350  0.22
O: 2.732311 -0.977746 2.506725  -1.30

Cartesian forces (eV/Å) of the 2 atoms listed first:
C 1.1 3.5 -4.1
N 2.1 -3.4 -1.7